{
  "formula": "C4H13N2O",
  "method": "ωB97M-V/def2-TZVPD",
  "homo_ev": -13.89,
  "max_force_ev_per_a": 3.38,
  "total_charge": 1,
  "gap_ev": 10.68,
  "symbols": ["N", "C", "C", "N", "C", "C", "O", "H", "H", "H", "H", "H", "H", "H", "H", "H", "H", "H", "H", "H"],
  "coordinates": [[1.059, -0.634, -1.316], [2.010, 0.032, -0.403], [1.271, 1.344, 0.058], [-0.219, 1.127, 0.316], [-0.587, 0.071, 1.265], [-1.784, -0.702, 0.849], [-1.783, -1.070, -0.551], [1.060, -0.375, -2.311], [0.964, -1.639, -1.311], [0.186, -0.251, -0.932], [2.926, 0.325, -1.009], [2.117, -0.607, 0.522], [1.432, 2.006, -0.816], [1.826, 1.652, 0.937], [-0.560, 2.035, 0.526], [-0.602, 0.518, 2.355], [0.162, -0.720, 1.360], [-1.895, -1.762, 1.257], [-2.552, -0.188, 1.294], [-2.145, -0.352, -1.078]],
  "nbo_charge": [-0.7271, -0.2507, -0.2384, -0.6707, -0.2813, -0.0992, -0.7288, 0.4395, 0.4463, 0.4797, 0.2525, 0.2417, 0.2168, 0.2170, 0.4035, 0.2263, 0.1891, 0.2112, 0.1899, 0.4828]
}